Formula: C33H90N2O13
Source: the OMol25 dataset
Level of theory: ωB97M-V/def2-TZVPD

XYZ file:
```
138
C33H90N2O13 ωB97M-V/def2-TZVPD
H -13.32 -13.34 18.98
H -11.37 -12.87 16.72
H -7.74 -5.66 18.33
H -10.14 -2.66 19.15
C -6.72 -12.02 22.03
H -7.64 -9.66 22.76
H -3.52 0.29 18.85
C -4.04 -6.62 22.02
O -9.53 -4.71 22.69
H -9.71 -11.52 17.62
C -5.60 -3.20 17.59
H -8.83 -6.58 23.40
H -7.00 -12.14 20.98
C -12.68 -4.80 20.96
C -4.82 -1.44 19.20
H -10.87 -4.98 23.66
C -12.45 -12.74 19.23
C -13.63 -10.81 18.40
H -5.59 -10.55 23.33
H -10.10 -8.79 19.99
H -13.58 -4.95 21.55
H -12.36 -6.99 25.13
H -4.63 -6.51 21.12
O -8.86 -9.55 24.23
H -5.31 -2.48 16.82
C -11.08 -9.32 18.10
H -6.83 -3.90 25.33
H -12.01 -11.40 16.05
C -8.35 -9.32 25.57
H -5.70 -10.86 18.57
C -4.93 -2.99 18.95
H -6.68 -5.24 24.21
H -7.45 -10.46 18.82
C -3.67 -0.75 18.55
H -5.16 -3.34 20.99
H -1.49 -2.72 16.41
C -2.72 -5.98 21.79
H -7.65 -12.10 22.59
H -12.57 -8.47 19.34
C -9.13 -6.10 22.46
H -10.19 -7.52 18.82
H -10.06 -6.61 22.23
H -11.56 -13.38 19.22
C -13.58 -9.42 17.76
H -12.26 -5.74 20.61
C -6.03 -10.68 22.35
O -10.97 -2.86 25.28
H -6.31 -9.24 25.06
C -2.36 -1.47 18.73
H -2.04 -6.19 22.62
H -3.83 -5.36 18.03
O -6.22 -8.93 19.38
H -6.74 -3.16 20.10
H -13.82 -10.71 19.48
O -11.63 -5.36 24.16
O -6.96 -3.50 23.29
H -11.47 -7.34 23.67
H -10.28 -8.21 16.39
H -3.12 -4.17 20.91
H -5.76 -4.67 20.10
H -13.60 -9.53 16.67
C -7.54 -6.22 17.42
H -13.15 -3.25 19.85
H -11.50 -3.64 25.01
H -1.05 -4.69 18.48
H -7.18 -7.74 24.74
H -3.25 -2.46 16.34
H -6.12 -12.89 22.33
H -9.72 -3.22 26.90
H -5.80 -1.04 18.95
C -12.34 -11.59 18.24
H -8.97 -3.57 18.27
H -1.15 -3.64 19.92
C -2.39 -2.93 18.33
O -12.91 -4.17 19.66
H -7.51 -5.27 21.52
H -7.49 -7.14 21.52
H -9.86 -9.93 16.31
H -8.19 -10.21 26.19
C -7.08 -8.57 25.44
H -2.58 -4.09 16.40
H -2.20 -6.40 20.92
C -9.86 -3.68 18.89
C -8.05 -6.20 21.43
H -9.65 -4.31 19.76
H -9.10 -8.68 26.03
C -12.41 -8.61 18.27
H -3.83 -0.58 17.48
H -1.99 -1.55 19.75
H -6.79 -8.15 26.40
H -11.65 -4.29 18.60
H -10.58 -6.94 25.13
H -6.68 -3.17 17.71
C -5.72 -3.57 20.08
H -13.10 -12.73 16.58
C -2.46 -3.07 16.78
H -5.26 -4.18 24.49
H -6.46 -9.59 17.59
C -6.46 -10.07 18.58
H -6.57 -2.64 23.14
H -1.48 -1.09 18.21
H -8.39 -6.89 17.22
O -3.54 -4.97 18.88
H -5.40 -4.18 17.15
C -1.16 -3.66 18.83
H -11.50 -9.49 16.00
C -10.64 -9.22 16.60
H -9.70 -10.02 24.25
H -8.74 -4.16 22.85
H -14.38 -11.47 17.97
H -6.25 -7.50 18.20
H -8.48 -6.20 20.43
H -6.55 -9.10 20.28
O -2.79 -4.56 21.73
H -5.26 -10.34 21.66
H -11.91 -4.25 21.49
O -6.95 -9.63 22.06
H -4.53 -6.30 22.94
O -6.32 -6.95 17.38
H -14.52 -8.92 18.00
O -9.96 -11.38 18.56
H -4.71 -1.34 20.28
C -9.72 -3.21 25.81
H -12.56 -12.31 20.22
H -12.34 -7.59 17.87
H -9.00 -8.79 18.61
N -11.18 -10.70 18.63
C -12.20 -12.16 16.80
H -7.53 -5.56 16.55
N -3.55 -3.51 19.04
H -9.23 -4.11 25.43
C -11.48 -6.71 24.56
H -4.03 -7.72 22.10
H -9.08 -2.36 25.53
C -6.35 -4.21 24.40
O -10.81 -4.31 18.10
H -0.35 -3.07 18.42
C -10.02 -8.60 18.92
```

E_HOMO   -8.46 eV
HOMO-LUMO gap   8.723 eV
Molar mass   723.1 g/mol
Energy above the lowest of the compared OMol25 structures with the same formula, charge and spin   270.9 kJ/mol

Results of the Mulliken charge analysis, in e, for atoms 1 through 2: 0.40, 0.38